1.
Molecular formula: C4H3O4
Method: DFT, ωB97M-V/def2-TZVPD

Structure (XYZ):
```
11
Properties=species:S:1:pos:R:3:nbo_charge:R:1
C -0.608 0.206 -0.902 -0.08
C 1.041 -1.184 -0.542 0.65
C 1.337 1.003 0.127 0.98
C -1.588 -0.103 0.234 -0.74
O 1.372 -2.355 -0.644 -0.65
O 1.940 1.775 0.851 -0.66
O 0.210 1.288 -0.416 -0.54
O 1.885 -0.215 -0.092 -0.55
H -2.373 0.630 0.138 0.20
H -0.926 -0.076 1.222 0.18
H -2.290 -0.968 0.023 0.21
```

Spin multiplicity = 1
Highest occupied orbital energy = -3.07 eV
Largest force on an atom = 3.46 eV/Å
Charge = -1
Energy = -12384.38824 eV
Molar mass = 115.06 g/mol
ΔE to the lowest compared entry with this formula, charge and spin = 326.8 kJ/mol
Frontier orbital gap = 7.2 eV

2.
Molecular formula: C19H20N4O2
Method: DFT, ωB97M-V/def2-TZVPD

Structure (XYZ):
```
45
Properties=species:S:1:pos:R:3:nbo_charge:R:1
C -2.287 3.778 -0.114 -0.63
C -1.691 3.477 1.329 -0.04
N -2.565 3.937 2.426 -0.47
N -2.347 3.499 3.805 -0.47
C -1.594 2.405 4.088 0.66
O -1.683 1.955 5.213 -0.63
C -0.810 1.668 3.010 -0.30
C 0.707 2.157 3.089 -0.61
C -1.456 1.951 1.646 -0.24
C -0.736 1.210 0.506 -0.04
C -1.051 -0.143 0.320 -0.21
C -0.267 -0.906 -0.594 -0.25
C 0.801 -0.305 -1.311 0.28
O 1.577 -0.958 -2.249 -0.48
C 1.163 -2.243 -2.566 0.52
N -0.055 -2.490 -3.073 -0.44
C -0.371 -3.883 -3.395 -0.11
C 0.613 -4.870 -3.357 0.02
N 1.788 -4.684 -2.879 -0.31
C 2.803 -5.606 -2.807 -0.08
C 3.835 -4.993 -2.252 -0.24
C 3.419 -3.578 -1.968 -0.27
C 2.118 -3.436 -2.384 0.04
C 1.079 1.029 -1.162 -0.28
C 0.395 1.807 -0.232 -0.15
H -2.894 4.658 -0.289 0.23
H -1.468 4.040 -0.849 0.23
H -2.692 2.862 -0.532 0.22
H -0.810 4.024 1.393 0.19
H -3.499 3.847 2.230 0.35
H -2.920 3.799 4.566 0.41
H -0.875 0.600 3.240 0.25
H 1.015 1.755 4.113 0.23
H 0.858 3.226 3.009 0.21
H 1.409 1.785 2.424 0.22
H -2.488 1.534 1.503 0.21
H -1.890 -0.602 0.807 0.22
H -0.388 -1.966 -0.610 0.23
H -1.314 -3.968 -3.852 0.21
H 0.344 -5.817 -3.784 0.21
H 2.713 -6.538 -3.211 0.22
H 4.763 -5.481 -1.927 0.23
H 3.982 -2.762 -1.510 0.23
H 1.996 1.372 -1.760 0.23
H 0.775 2.857 -0.052 0.21
```

SMILES string = C[C@H]1NNC(=O)[C@H](C)[C@@H]1c1ccc(Oc2nccn3cccc23)cc1
Spin multiplicity = 1
Highest occupied orbital energy = -7.90 eV
Largest force on an atom = 7.07 eV/Å
Energy = -30079.09269 eV
Molar mass = 336.39 g/mol
ΔE to the lowest compared entry with this formula, charge and spin = 482.3 kJ/mol
Frontier orbital gap = 8.5 eV

3.
Molecular formula: C42H36Cl2N8O2S3Sc
Method: DFT, ωB97M-V/def2-TZVPD

Structure (XYZ):
```
94
Properties=species:S:1:pos:R:3:lowdin_charge:R:1
Sc 0.191 0.154 -0.315 0.73
Cl -3.922 4.337 -3.995 0.67
C -2.569 3.362 -3.534 -0.68
C -2.696 2.526 -2.434 -0.04
C -1.627 1.745 -2.033 -0.24
N -1.686 0.807 -0.981 0.00
C -2.551 0.887 0.048 -0.49
O -3.263 1.824 0.402 0.05
C -2.590 -0.422 0.809 -0.22
C -3.722 -0.808 1.497 0.01
C -3.726 -2.054 2.110 -0.03
C -2.597 -2.848 2.020 -0.04
C -1.492 -2.373 1.328 -0.11
N -1.488 -1.182 0.735 0.00
C -0.412 1.777 -2.744 -0.23
C -0.299 2.613 -3.844 -0.03
C -1.374 3.403 -4.235 -0.68
Cl -1.177 4.435 -5.609 0.68
N 0.633 1.023 -2.157 -0.04
C 1.921 1.125 -2.576 -0.46
O 2.344 1.510 -3.651 0.08
C 2.923 0.795 -1.479 -0.21
C 4.278 0.919 -1.726 0.02
C 5.161 0.762 -0.673 -0.03
C 4.661 0.494 0.594 -0.03
C 3.295 0.368 0.756 -0.12
N 2.442 0.509 -0.261 -0.05
H -3.624 2.504 -1.883 0.11
H -4.572 -0.140 1.525 0.13
H -4.602 -2.400 2.643 0.12
H -2.561 -3.826 2.479 0.11
H -0.582 -2.955 1.253 0.08
H 0.621 2.653 -4.404 0.10
H 4.596 1.159 -2.731 0.13
H 6.227 0.861 -0.831 0.12
H 5.314 0.387 1.449 0.11
H 2.861 0.155 1.724 0.09
S 0.081 0.765 2.471 0.79
C -0.868 2.146 2.429 -0.63
N -1.865 2.328 3.269 -0.07
C -2.737 3.499 3.144 -0.10
C -1.894 4.702 2.838 -0.10
N -1.125 4.441 1.624 -0.07
C -0.888 5.576 0.714 -0.10
C 0.331 6.378 1.101 -0.21
C 0.280 7.247 2.188 -0.05
C 1.400 7.970 2.566 -0.08
C 2.582 7.837 1.850 -0.08
C 2.635 6.987 0.756 -0.07
C 1.514 6.258 0.383 -0.05
C -0.574 3.255 1.413 -0.62
S 0.441 2.929 0.148 0.89
C -2.240 1.300 4.249 -0.12
C -1.327 1.276 5.452 -0.23
C -1.073 2.438 6.171 -0.04
C -0.253 2.409 7.288 -0.07
C 0.313 1.209 7.700 -0.08
C 0.059 0.046 6.989 -0.07
C -0.754 0.082 5.865 -0.06
H -3.268 3.634 4.083 0.13
H -3.453 3.306 2.342 0.13
H -1.217 4.939 3.665 0.14
H -2.530 5.567 2.658 0.14
H -1.786 6.192 0.753 0.13
H -0.791 5.173 -0.292 0.10
H -0.649 7.381 2.733 0.11
H 1.347 8.648 3.408 0.11
H 3.456 8.406 2.138 0.11
H 3.550 6.894 0.185 0.11
H 1.554 5.598 -0.474 0.09
H -2.233 0.331 3.750 0.09
H -3.265 1.524 4.547 0.14
H -1.518 3.378 5.863 0.11
H -0.061 3.318 7.841 0.11
H 0.950 1.184 8.574 0.11
H 0.500 -0.889 7.306 0.11
H -0.935 -0.821 5.294 0.11
C 3.139 -6.831 -2.156 0.01
C 2.433 -6.031 -1.114 -0.25
C 2.000 -6.507 0.091 0.04
C 1.354 -5.610 0.958 -0.28
N 1.150 -4.335 0.656 0.10
C 1.570 -3.863 -0.524 -0.75
S 1.423 -2.277 -1.075 0.73
N 2.207 -4.727 -1.381 0.10
C 0.852 -6.058 2.293 -0.01
H 3.207 -7.872 -1.855 0.09
H 4.147 -6.443 -2.308 0.10
H 2.608 -6.773 -3.107 0.10
H 2.152 -7.540 0.360 0.13
H 2.504 -4.330 -2.264 0.14
H 1.051 -7.110 2.476 0.08
H -0.223 -5.881 2.350 0.09
H 1.323 -5.460 3.074 0.10
```

Spin multiplicity = 1
Highest occupied orbital energy = -9.31 eV
Largest force on an atom = 1.21 eV/Å
Charge = +1
Energy = -138407.12488 eV
Molar mass = 896.87 g/mol
ΔE to the lowest compared entry with this formula, charge and spin = 91.4 kJ/mol
Frontier orbital gap = 6.2 eV

4.
Molecular formula: C5H7NO
Method: DFT, ωB97M-V/def2-TZVPD

Structure (XYZ):
```
14
Properties=species:S:1:pos:R:3:nbo_charge:R:1
C -1.532 0.154 0.737 -0.61
C -0.405 -0.511 -0.010 -0.33
C -0.488 -1.893 -0.436 0.40
O 0.396 -2.511 -1.010 -0.58
C 0.736 0.133 -0.364 0.24
C 1.916 0.443 -0.919 -0.26
N 1.245 1.502 -0.056 -0.59
H -2.496 -0.257 0.413 0.22
H -1.566 1.234 0.548 0.20
H -1.473 0.014 1.825 0.21
H -1.462 -2.386 -0.210 0.10
H 2.940 0.141 -0.762 0.22
H 1.487 1.669 0.920 0.39
H 0.855 2.316 -0.521 0.40
```

SMILES string = C/C(=C/[O-])C1=C[NH2+]1
Spin multiplicity = 1
Highest occupied orbital energy = -7.48 eV
Largest force on an atom = 0.54 eV/Å
Energy = -8832.10215 eV
Molar mass = 97.12 g/mol
ΔE to the lowest compared entry with this formula, charge and spin = 395.7 kJ/mol
Frontier orbital gap = 7.9 eV

5.
Molecular formula: C27H26N2O3S
Method: DFT, ωB97M-V/def2-TZVPD

Structure (XYZ):
```
59
Properties=species:S:1:pos:R:3:nbo_charge:R:1
C -5.867 -0.302 2.077 -0.08
C -4.742 0.418 1.346 -0.25
N -3.454 -0.209 1.667 -0.32
C -2.533 -0.355 0.709 0.24
C -1.288 -0.944 0.946 -0.37
C -0.505 -1.438 -0.079 0.06
C 0.706 -2.171 0.167 -0.16
C 1.155 -3.192 -0.711 -0.09
C 2.258 -3.974 -0.387 -0.24
C 2.980 -3.720 0.788 -0.17
C 2.585 -2.681 1.639 -0.22
C 1.471 -1.907 1.331 -0.14
C -3.232 -0.762 3.001 -0.26
C -4.306 -0.230 3.940 -0.08
O -5.639 -0.474 3.474 -0.52
H -6.807 0.265 2.000 0.21
H -6.020 -1.301 1.631 0.18
H -4.894 0.347 0.266 0.23
H -4.736 1.483 1.630 0.22
H -2.805 -0.028 -0.304 0.24
H -0.953 -1.066 1.983 0.23
H -0.874 -1.373 -1.104 0.24
H 0.601 -3.354 -1.637 0.22
H 2.573 -4.774 -1.057 0.23
H 3.856 -4.324 1.036 0.22
H 3.149 -2.464 2.547 0.23
H 1.179 -1.067 1.965 0.23
H -3.247 -1.870 2.973 0.22
H -2.253 -0.452 3.384 0.23
H -4.256 -0.755 4.905 0.22
H -4.132 0.853 4.103 0.18
C -2.625 3.324 -2.350 -0.30
C -2.097 3.465 -1.065 -0.21
C -0.855 2.924 -0.758 -0.30
C -0.107 2.226 -1.742 0.09
C 1.149 1.662 -1.370 -0.70
C 1.620 1.792 -0.054 0.29
N 2.048 1.883 1.042 -0.47
S 2.152 0.856 -2.636 2.18
C 3.711 0.591 -1.759 -0.33
C 4.788 1.474 -1.879 -0.11
C 5.986 1.192 -1.217 -0.24
C 6.126 0.006 -0.480 -0.20
C 5.060 -0.900 -0.412 -0.21
C 3.869 -0.610 -1.072 -0.19
O 1.600 -0.460 -2.889 -0.97
O 2.441 1.766 -3.719 -0.94
C -0.651 2.121 -3.052 -0.27
C -1.899 2.653 -3.342 -0.20
H -3.597 3.749 -2.591 0.20
H -2.647 4.002 -0.289 0.20
H -0.422 3.032 0.242 0.22
H 4.677 2.375 -2.480 0.23
H 6.821 1.893 -1.280 0.22
H 7.062 -0.221 0.031 0.21
H 5.152 -1.836 0.143 0.21
H 3.036 -1.310 -1.068 0.23
H -0.065 1.625 -3.829 0.22
H -2.300 2.545 -4.352 0.21
```

Spin multiplicity = 1
Highest occupied orbital energy = -5.96 eV
Largest force on an atom = 2.67 eV/Å
Energy = -48374.88451 eV
Molar mass = 458.58 g/mol
ΔE to the lowest compared entry with this formula, charge and spin = 369.4 kJ/mol
Frontier orbital gap = 3.9 eV

6.
Molecular formula: C3H10S
Method: DFT, ωB97M-V/def2-TZVPD

Structure (XYZ):
```
14
Properties=species:S:1:pos:R:3:nbo_charge:R:1
C -0.830 0.277 0.007 -0.64
C -2.143 -0.505 0.083 -0.48
S -2.158 -2.166 -0.801 -0.07
H -0.100 0.392 -0.905 0.24
H -0.107 -0.097 0.818 0.20
H -1.091 1.221 0.478 0.22
H -2.518 -0.521 1.048 0.21
H -2.972 -0.032 -0.496 0.21
H -0.826 -2.245 -0.766 0.12
C 2.504 0.786 0.105 -0.85
H 2.981 -0.050 -0.179 0.21
H 1.525 0.472 0.415 0.21
H 2.559 1.470 -0.709 0.21
H 3.176 0.999 0.903 0.22
```

SMILES string = CCS.C
Spin multiplicity = 1
Highest occupied orbital energy = -9.02 eV
Largest force on an atom = 4.12 eV/Å
Energy = -14107.06474 eV
Molar mass = 78.18 g/mol
ΔE to the lowest compared entry with this formula, charge and spin = 122.7 kJ/mol
Frontier orbital gap = 10.0 eV

7.
Molecular formula: C3H14N4
Method: DFT, ωB97M-V/def2-TZVPD

Structure (XYZ):
```
21
Properties=species:S:1:pos:R:3:nbo_charge:R:1
C -1.801 -1.462 -1.233 -0.41
N -0.468 -1.046 -0.827 -0.68
C -0.030 -1.610 0.461 -0.05
N 1.400 -1.370 0.346 -0.92
H -2.084 -0.920 -2.133 0.20
H -1.797 -2.537 -1.415 0.19
H -2.567 -1.250 -0.476 0.16
H -0.440 -0.020 -0.755 0.41
H -0.297 -2.682 0.466 0.16
H -0.458 -1.085 1.333 0.16
H 1.930 -2.068 0.856 0.37
H 1.313 -1.317 -0.791 0.41
N -0.574 1.866 -0.037 -0.86
C 0.564 2.081 0.859 -0.04
N 1.758 1.636 0.178 -0.87
H -0.393 2.354 -0.909 0.37
H -1.421 2.252 0.366 0.36
H 0.696 3.143 1.125 0.15
H 0.343 1.529 1.790 0.15
H 1.744 0.615 0.092 0.40
H 2.583 1.892 0.706 0.36
```

SMILES string = CNCN.NCN
Spin multiplicity = 1
Highest occupied orbital energy = -8.72 eV
Largest force on an atom = 3.64 eV/Å
Energy = -9297.36282 eV
Molar mass = 106.17 g/mol
ΔE to the lowest compared entry with this formula, charge and spin = 54.6 kJ/mol
Frontier orbital gap = 9.8 eV

8.
Molecular formula: C26H48ClF6I2NNbO9
Method: DFT, ωB97M-V/def2-TZVPD

Structure (XYZ):
```
94
Properties=species:S:1:pos:R:3:lowdin_charge:R:1
C 2.062 1.390 4.066 -0.08
C 1.481 2.224 2.814 -0.25
O 0.223 1.608 2.460 -0.30
C 0.264 0.882 1.223 -0.30
Nb -1.486 -0.578 0.874 1.61
I -3.710 -2.336 0.341 0.33
C -0.788 -0.661 -1.287 -0.33
C 0.742 -0.348 -1.556 -0.85
O 1.026 0.827 -1.922 -0.14
I 2.400 -1.736 -1.429 0.88
C -2.019 -0.735 3.055 -0.41
C -2.238 0.506 3.973 -0.73
C -3.026 1.776 3.502 -0.17
Cl -3.175 -0.125 5.483 0.47
O -2.643 1.116 0.497 -0.41
C -3.541 1.055 -0.604 -0.37
C -5.108 1.199 -0.232 -0.21
N -5.494 0.669 1.092 -0.10
C -6.715 -0.169 1.052 -0.23
C -7.536 -0.214 2.426 -0.39
C -6.634 -0.640 3.698 -0.04
O -8.244 1.036 2.623 -0.09
C -0.064 -2.380 1.240 -0.34
O 1.050 -2.086 1.741 -0.08
C -0.378 -3.918 0.967 -0.33
F -0.810 -4.003 -0.404 -0.02
F -1.424 -4.464 1.765 0.02
C 0.837 -4.940 1.063 -0.21
F 0.277 -6.241 0.820 0.06
F 1.788 -4.763 0.019 0.03
C 1.636 -5.045 2.433 -0.20
F 2.919 -4.453 2.219 0.07
F 1.906 -6.427 2.671 0.06
C 0.941 -4.485 3.742 -0.30
O -0.062 -4.927 4.308 0.13
O 1.590 -3.371 4.366 0.05
H 2.242 0.309 3.734 0.08
H 1.222 1.354 4.852 0.07
H 3.019 1.834 4.494 0.07
H 1.220 3.284 3.187 0.12
H 2.185 2.252 1.920 0.12
H 0.132 1.661 0.374 0.08
H 1.288 0.417 1.058 0.06
H -0.964 -1.732 -1.687 0.05
H -1.363 0.017 -2.017 0.07
H -2.964 -1.396 3.135 0.01
H -1.209 -1.389 3.567 0.05
H -1.233 0.834 4.428 0.08
H -4.081 1.607 3.118 0.06
H -3.130 2.486 4.405 0.08
H -2.436 2.388 2.725 0.08
H -3.455 0.181 -1.321 0.04
H -3.321 1.988 -1.255 0.13
H -5.747 0.753 -1.067 0.11
H -5.322 2.335 -0.224 0.12
H -4.728 0.234 1.612 0.02
H -7.417 0.270 0.254 0.12
H -6.531 -1.259 0.730 0.06
H -8.319 -1.053 2.309 0.13
H -5.539 -0.375 3.480 0.04
H -6.990 -0.010 4.592 0.09
H -6.765 -1.752 3.892 0.08
H -9.008 0.987 2.009 0.09
H 0.896 -2.710 4.572 0.12
C 0.925 4.806 -5.632 -0.09
C 0.234 5.450 -4.442 -0.29
O -0.102 4.531 -3.415 -0.16
C 0.982 3.823 -2.822 -0.28
C 2.011 4.730 -2.167 -0.08
H 0.296 4.018 -6.059 0.08
H 1.127 5.552 -6.406 0.07
H 1.876 4.349 -5.354 0.06
H -0.706 5.896 -4.779 0.11
H 0.835 6.270 -4.035 0.10
H 1.451 3.163 -3.558 0.11
H 0.550 3.173 -2.059 0.10
H 2.484 5.401 -2.888 0.06
H 2.797 4.134 -1.697 0.08
H 1.538 5.353 -1.402 0.08
C 7.818 -1.271 -5.506 -0.09
C 7.264 -0.695 -4.213 -0.28
O 6.026 -1.268 -3.822 -0.17
C 6.027 -2.668 -3.583 -0.28
C 6.980 -3.094 -2.479 -0.08
H 7.099 -1.142 -6.321 0.08
H 8.751 -0.769 -5.777 0.07
H 8.026 -2.339 -5.421 0.06
H 7.082 0.373 -4.353 0.12
H 7.994 -0.779 -3.401 0.10
H 6.231 -3.210 -4.512 0.10
H 5.007 -2.935 -3.290 0.09
H 8.018 -2.858 -2.722 0.06
H 6.911 -4.172 -2.313 0.08
H 6.738 -2.580 -1.546 0.08
```

Spin multiplicity = 1
Highest occupied orbital energy = -6.04 eV
Largest force on an atom = 5.46 eV/Å
Charge = -1
Energy = -94231.84167 eV
Molar mass = 1014.82 g/mol
Frontier orbital gap = 6.9 eV